22
Properties=species:S:1:pos:R:3:mulliken_charge:R:1 method="wB97M-V/def2-TZVPD" orbital_gap_ev="7.78 / 7.78" e_above_lowest_ev=0.369
Cl -4.577 -0.537 0.754 -0.15
S 1.785 -0.612 1.030 0.71
O 2.700 -0.055 2.003 -0.60
N 2.115 -2.100 0.775 -0.53
N -2.514 0.944 0.731 -0.58
N 1.584 -3.416 -1.242 -0.53
C -2.993 -0.237 0.318 0.39
C -2.264 -1.075 -0.532 -0.62
C -0.930 -0.776 -0.850 -0.54
C 0.987 0.771 -0.691 0.12
C 1.475 2.201 -0.321 -1.46
C -1.263 1.261 0.415 -0.26
C 1.751 -2.781 -0.287 0.61
C -0.378 0.460 -0.417 -0.02
H 1.363 0.376 -1.595 0.54
H -2.618 -2.099 -0.700 0.37
H 0.402 -0.494 1.684 0.17
H -0.777 2.120 0.723 0.48
H 1.288 2.311 0.720 0.45
H 0.703 2.920 -0.789 0.34
H -0.361 -1.470 -1.320 0.72
H 2.526 2.288 -0.409 0.39